A cluster of 17 separate species, C55H103ClN7O36PS8 in total, computed with the ωB97M-V functional and the def2-TZVPD basis.

XYZ file:
```
211
Properties=species:S:1:pos:R:3:forces:R:3
C 1.119859 -3.754375 -2.191018 -0.403 -0.899 0.554
C 2.314959 -3.001605 -1.822728 0.824 2.743 -0.841
C 1.875489 -1.578025 -1.257258 1.820 -0.640 0.423
C 1.164279 -1.537055 0.088882 -0.800 -1.415 0.646
P 0.379919 0.000715 0.542282 -0.455 1.742 -2.739
C 1.753919 1.195365 0.869972 -1.309 -2.218 2.048
C 2.403469 0.722515 2.267852 1.536 1.801 -2.305
C 3.689649 1.637585 2.451472 -0.451 0.514 2.513
C 4.663259 1.213965 3.682642 -1.337 -0.104 -2.751
C -0.355591 0.658515 -1.062838 0.702 0.413 0.919
C -1.255581 1.894615 -0.796208 -1.165 -0.426 0.589
C -1.880191 2.680785 -1.979218 1.184 -1.753 0.253
C -0.866791 3.305225 -2.884998 0.378 0.323 -0.640
C -0.981731 -0.035985 1.752682 -0.664 -0.417 0.400
C -0.977591 -1.123755 2.848252 0.250 0.333 0.751
C -1.733821 -0.768085 4.128912 -0.212 -0.166 0.987
C -3.075991 -0.070915 3.984742 0.801 -0.906 -1.198
H 0.397449 -3.152175 -2.741998 -0.072 -0.227 0.097
H 0.762599 -3.982855 -1.186888 -1.147 -0.843 -0.422
H 1.453179 -4.623525 -2.758098 -0.613 -0.312 0.085
H 2.849039 -2.768525 -2.743888 0.266 0.392 -0.165
H 3.048279 -3.610975 -1.294518 -0.180 0.259 0.850
H 1.336769 -1.070305 -2.057328 0.038 -0.078 0.113
H 2.799969 -1.050005 -1.023508 0.239 0.433 -0.656
H 1.856699 -1.759815 0.900682 0.157 -0.181 -0.050
H 0.386959 -2.299705 0.136002 -0.358 -0.074 -0.004
H 1.204599 2.133285 0.951562 0.623 0.359 0.020
H 2.392109 1.115005 -0.009998 0.147 0.267 0.170
H 2.708089 -0.323395 2.230822 -0.122 -0.092 -0.060
H 1.621849 0.874665 3.012172 0.405 0.118 0.317
H 3.276309 2.634945 2.601582 -0.050 0.245 0.363
H 4.349229 1.839415 1.607472 -0.346 -0.935 -0.514
H 4.894989 0.226915 3.282472 0.417 -0.467 0.932
H 4.186889 1.187245 4.662672 0.116 0.022 -0.164
H 5.587199 1.789815 3.629362 -0.194 0.163 0.342
H -0.790811 -0.240315 -1.499648 -0.759 0.240 -0.185
H 0.492709 0.925575 -1.693048 0.226 0.050 0.018
H -0.816451 2.581325 -0.072538 0.557 0.161 -0.076
H -2.088981 1.465095 -0.240278 -0.387 0.079 0.151
H -2.592231 3.447205 -1.673108 -0.112 -0.359 0.370
H -2.346771 1.873255 -2.543408 -0.745 0.353 -0.234
H -0.074761 3.859715 -2.381688 -0.308 0.429 0.175
H -1.429771 3.940835 -3.568478 0.587 0.238 -0.113
H -0.317231 2.588965 -3.495768 -0.177 -0.248 -0.119
H -1.937111 -0.213755 1.258962 0.290 -0.074 -0.962
H -1.136761 0.987655 2.093602 0.633 0.182 0.439
H 0.039239 -1.290285 3.203822 0.086 -0.660 -0.350
H -1.465841 -2.012195 2.447752 0.573 -0.180 -0.281
H -1.052361 -0.306925 4.843782 -0.003 0.920 -0.213
H -2.001571 -1.625105 4.746922 0.393 -0.911 -0.542
H -3.546641 -0.075685 4.967892 -0.143 1.069 -0.262
H -3.681431 -0.710345 3.342352 -0.291 -0.304 -0.009
H -2.932931 0.807625 3.355612 -0.509 0.616 0.974
Cl -2.358541 -2.691785 -1.057268 0.074 -0.052 0.561
O 6.617179 -3.099635 -2.705658 0.576 1.432 0.574
C 6.668129 -4.082175 -3.396738 -1.762 -1.046 0.011
N 7.775669 -4.611215 -3.904258 1.005 -0.590 -0.666
C 5.394769 -4.887065 -3.615058 0.204 -0.650 0.511
H 7.692579 -5.506865 -4.363638 0.395 0.362 -0.033
H 8.659679 -4.129535 -3.822998 -0.141 -0.199 -0.031
H 5.559279 -5.942435 -3.832378 0.272 -0.008 -0.344
H 4.722749 -4.487495 -4.374548 0.066 0.272 0.259
H 4.960879 -4.912405 -2.615458 -0.549 0.308 -0.204
O -7.360041 -0.084195 -2.514788 -2.599 0.153 -1.770
C -6.444071 -0.098985 -1.771508 2.812 0.835 1.028
N -6.047301 -1.190195 -1.094068 0.530 -0.396 1.300
C -5.515621 1.144245 -1.620868 -0.935 -0.094 -0.200
H -5.374361 -1.049325 -0.354198 0.085 -0.315 -0.275
H -6.618771 -2.018775 -1.010568 -0.058 0.283 -0.237
H -6.038971 1.887295 -1.019128 -0.077 -0.069 0.310
H -5.491611 1.609005 -2.606518 0.384 -0.173 -0.045
H -4.518701 0.987265 -1.209048 -0.080 -0.227 -0.139
O 3.675549 -9.442005 -1.445128 -0.473 0.264 -0.543
C 2.697639 -8.694515 -1.387378 2.664 0.782 -1.102
N 1.858169 -8.787415 -0.381848 -1.168 -0.222 1.904
C 2.481359 -7.493235 -2.361168 -0.759 -2.180 1.053
H 1.046369 -8.213815 -0.202838 0.382 -0.319 -0.552
H 2.052589 -9.505945 0.300802 0.019 0.023 -0.159
H 2.985339 -7.732605 -3.297538 0.147 0.498 0.233
H 2.749309 -6.582675 -1.825268 0.122 0.048 -0.440
H 1.402529 -7.566395 -2.498558 -0.137 0.753 -0.440
O -6.091241 -5.054835 2.204462 -0.845 -0.761 1.315
C -5.219651 -4.398555 1.693282 0.031 -0.401 0.679
N -5.287611 -4.091695 0.403952 0.516 0.494 -1.225
C -4.010241 -3.854655 2.419662 -0.362 0.036 -0.420
H -4.424321 -3.777805 -0.015948 0.026 0.280 -0.836
H -5.992191 -4.581155 -0.129048 0.193 0.151 -0.051
H -4.316281 -2.888255 2.820322 0.307 0.101 0.031
H -3.254521 -3.718795 1.646012 0.496 0.247 0.403
H -3.704931 -4.502545 3.241322 -0.036 0.004 -0.156
N 0.993229 -3.724035 4.751252 0.164 -0.451 1.533
C 1.817329 -4.233065 3.794112 -1.102 -0.099 2.014
C 2.307089 -5.547845 3.822962 0.412 0.094 -0.297
C 2.186319 -6.375235 4.955642 -1.863 2.510 -0.346
C 1.418109 -5.761525 5.966502 -0.439 0.658 0.591
C 0.777079 -4.461165 5.880702 2.810 -2.538 -2.569
H 2.110599 -3.451505 3.108872 -0.006 -0.541 -0.763
H 2.801369 -5.887895 2.924932 0.353 -0.096 0.017
H 2.546129 -7.392705 4.996972 0.113 0.110 0.111
H 1.290629 -6.257205 6.917532 -0.041 -0.281 0.089
H 0.255979 -4.162895 6.778412 -0.416 0.689 -0.456
N 0.174079 5.280455 -5.383798 -1.049 -0.504 -0.280
C -0.110091 4.215885 -6.269428 -1.176 0.177 1.686
C 0.549159 3.915925 -7.398388 0.777 1.084 0.468
C 1.610929 4.803035 -7.652358 1.536 -0.671 -2.738
C 1.980549 5.874315 -6.833868 -0.450 0.309 1.230
C 1.199349 6.080795 -5.727808 0.439 -0.529 0.152
H -0.939001 3.612705 -5.929598 -0.214 -0.271 0.074
H 0.368759 3.066145 -8.040038 -0.255 -0.019 0.079
H 2.145139 4.649815 -8.578388 0.320 0.013 -0.197
H 2.876039 6.473065 -6.911388 0.136 0.064 -0.572
H 1.475649 6.825065 -4.995608 -0.017 0.455 0.192
N 0.450909 3.187845 3.537102 0.615 1.154 0.658
C 0.501329 4.374105 2.912682 -1.431 -0.375 0.171
C 0.742719 5.578705 3.550432 1.318 0.202 0.342
C 1.355799 5.568515 4.805762 -0.141 -1.784 -0.089
C 1.462839 4.305505 5.471102 -1.416 1.092 -1.108
C 0.845769 3.215245 4.829132 0.303 -0.089 -0.458
H 0.117959 4.381425 1.903042 0.187 0.021 -0.322
H 0.607729 6.504075 3.010192 0.067 -0.043 -0.094
H 1.758239 6.481715 5.218682 -0.128 0.003 0.264
H 1.790339 4.265765 6.499482 0.180 -0.239 -0.058
H 0.626939 2.269195 5.301902 0.434 -0.048 0.556
C -5.053331 4.826905 2.724822 -1.044 -1.071 -1.486
C -5.266051 3.765475 1.599972 -0.810 2.061 -1.005
O -5.108591 2.523425 2.219252 0.576 -1.956 1.959
S -5.306181 2.612785 3.880162 2.713 1.011 0.794
O -3.995051 2.664965 4.605892 -3.601 -0.328 -2.360
O -6.341811 1.742735 4.389942 1.291 1.278 -1.252
O -5.810871 4.118665 3.723532 0.164 -0.048 2.109
H -5.624871 5.752525 2.656482 0.271 -0.086 -0.573
H -3.987761 5.018195 2.851612 -0.066 -0.279 0.937
H -4.688411 3.866935 0.681202 0.858 -0.267 0.496
H -6.279201 3.848705 1.206662 -0.366 -0.057 0.391
C 4.802899 0.829175 -2.655088 1.730 -0.750 0.041
C 5.069549 -0.583525 -3.274298 0.659 0.239 1.721
O 4.210979 -0.715955 -4.425528 0.490 0.075 0.260
S 3.390619 0.613915 -4.679198 -2.181 0.153 -1.958
O 2.054199 0.193625 -5.192938 3.593 1.380 2.465
O 4.143009 1.555185 -5.502228 -0.917 -1.352 1.879
O 3.484349 1.058995 -3.035158 -1.542 0.628 -2.241
H 5.549059 1.585605 -2.898318 -0.280 0.306 -1.490
H 4.956379 0.980365 -1.586598 -0.949 -1.169 0.406
H 4.810629 -1.316025 -2.509768 -0.510 -0.200 -0.382
H 6.109839 -0.828975 -3.487968 -0.143 0.444 -0.525
C -0.901411 8.503895 1.495472 1.371 -0.033 1.095
C -2.246321 8.641835 0.832442 -0.203 -0.098 -0.535
O -1.997301 8.220095 -0.523338 0.466 -0.968 -0.489
S -1.027951 6.898765 -0.556008 -0.584 -1.395 1.010
O -0.140281 6.948295 -1.710228 -2.069 -0.014 2.693
O -1.849521 5.680565 -0.211158 2.632 3.676 -1.001
O -0.234121 7.407255 0.890462 -0.544 -1.342 -2.383
H -0.846771 8.260075 2.556442 -1.026 -0.094 0.188
H -0.233661 9.365185 1.475802 -0.244 0.367 -0.848
H -2.627251 9.657685 0.727442 0.169 -0.079 0.263
H -3.001871 7.998955 1.284052 0.001 -0.044 -0.009
C -3.526661 6.983845 -4.778278 1.669 1.457 0.289
C -3.055931 6.374465 -6.121058 1.378 -0.221 1.428
O -4.103581 5.528655 -6.475088 -2.859 -1.914 0.170
S -4.680551 4.774535 -5.133378 0.564 -0.228 1.237
O -3.698971 3.786725 -4.615318 -2.865 2.019 -1.687
O -6.125801 4.488515 -5.265428 3.843 0.677 0.153
O -4.434921 6.119945 -4.158788 -1.593 -1.867 -1.082
H -3.914251 7.998185 -4.872998 -0.789 -0.148 -0.371
H -2.732001 7.132115 -4.047098 0.580 -0.361 -0.370
H -2.206361 5.706845 -5.977448 0.572 0.551 0.163
H -2.837041 7.085195 -6.917958 -0.349 -0.053 0.139
C 3.936969 4.166805 -3.721288 0.941 1.813 -0.194
C 4.314299 5.565455 -3.187108 -0.901 -0.232 -1.295
O 4.047719 5.510865 -1.795508 -0.579 -0.901 1.439
S 3.041759 4.229315 -1.416488 0.725 1.157 -0.040
O 1.831049 4.731895 -0.732698 3.052 -1.648 -1.750
O 3.912119 3.210995 -0.829938 -1.659 1.314 -0.153
O 2.804839 3.823265 -2.944498 -1.203 -0.222 1.118
H 4.801369 3.525575 -3.548848 -0.365 -0.466 0.010
H 3.689949 4.246915 -4.779908 -0.397 -0.381 0.143
H 3.684139 6.354165 -3.598118 -0.216 -0.174 -0.193
H 5.330519 5.798895 -3.504758 0.301 -0.067 0.898
C -6.712161 -1.382125 5.975492 0.791 0.937 -0.422
C -6.131741 -2.671855 5.321942 0.852 1.764 0.192
O -7.150031 -3.588195 5.210842 -2.690 -1.339 -0.403
S -8.469291 -3.226275 6.087152 2.318 1.201 -0.150
O -8.173131 -3.736175 7.384352 -0.783 0.003 0.200
O -9.703621 -3.510545 5.420972 1.437 0.660 0.471
O -8.075711 -1.601845 6.079612 -2.902 -1.606 0.470
H -6.651791 -0.456625 5.402862 0.269 -0.404 -0.832
H -6.231611 -1.022745 6.885442 -0.167 -0.963 0.693
H -5.351111 -3.094425 5.954522 0.268 0.090 -0.367
H -5.847281 -2.406975 4.303602 0.542 -0.333 0.180
C -0.886441 -6.847495 0.266102 -1.087 -0.418 1.546
C -2.339321 -6.902915 0.698162 -1.884 0.630 -1.551
O -2.757991 -8.305185 0.725062 0.670 0.312 0.660
S -1.948391 -9.238125 -0.288278 0.011 1.458 3.649
O -2.700431 -9.420925 -1.465148 0.570 0.119 -0.914
O -1.565151 -10.374845 0.517682 0.525 1.228 -1.555
O -0.729581 -8.065165 -0.444418 -0.194 -1.779 -1.273
H -0.357861 -6.826165 1.219122 0.769 -0.650 -0.061
H -0.527451 -5.969275 -0.270508 -0.613 -0.217 -0.600
H -3.042261 -6.512845 -0.037928 0.376 0.635 -0.175
H -2.537091 -6.353235 1.618402 0.026 -0.745 0.264
C 7.817589 -3.081775 1.437972 -1.920 -0.570 -1.621
C 7.397139 -4.224965 0.416012 -0.250 2.654 0.898
O 5.923849 -4.025175 0.328752 -0.642 -0.509 -1.453
S 5.387319 -2.565765 0.854082 2.864 -1.086 1.556
O 4.074669 -2.578855 1.464902 2.107 -0.671 -1.045
O 5.757699 -1.482905 -0.018818 -0.514 -1.116 0.534
O 6.558509 -2.752345 2.026652 -1.262 1.590 1.327
H 8.049409 -2.175985 0.877702 1.178 -0.224 0.234
H 8.516339 -3.530545 2.143972 -0.151 0.879 0.236
H 7.721939 -5.165285 0.861422 -1.028 -0.302 -0.464
H 7.897659 -3.967205 -0.517338 -0.521 -0.570 -0.273
```
Positions in Å, forces in eV/Å.

Calculated values
Expectation value of S²: 0.76
LUMO (alpha / beta), eV: 1.06 / 1.05
E_HOMO (alpha / beta), eV: -0.4 / -4.9
Charge: -1
Frontier orbital gap (alpha / beta), hartree: 0.052 / 0.218
2S+1: 2